[1]
148
Properties=species:S:1:pos:R:3:forces:R:3 method="wB97M-V/def2-TZVPD" homo_lumo_gap_ha=0.164 lumo_energy_ev=-1.39 e_above_lowest_ev=0.378 total_energy_ha=-6426.7678
N -3.8359 -5.1126 -1.8152 0.3 -0.2 -0.2
H -4.0617 -5.3523 -0.8604 -0.5 -0.4 0.3
H -4.6357 -4.9192 -2.4007 -0.6 0.4 0.1
H -3.3240 -5.8477 -2.2818 0.4 -0.4 0.1
H -3.2359 -4.3042 -1.7338 0.8 1.4 -0.3
C -1.0023 0.4968 -0.5363 -0.2 -1.1 -0.9
C -1.0871 -1.0621 -0.5316 -0.6 -1.3 -0.9
C -1.9573 -1.5224 0.6492 -0.4 -0.2 0.0
O -1.5301 -1.6925 -1.7518 0.0 1.1 1.7
H -0.7233 1.0006 0.3892 -0.1 -0.4 0.3
H -2.0015 0.7963 -0.8527 0.0 0.5 -0.1
H -0.2516 0.7757 -1.2757 -0.2 0.2 -0.2
H -0.0930 -1.4682 -0.3449 0.6 0.1 0.3
H -1.8661 -2.5980 0.8005 0.2 -0.2 0.0
H -3.0151 -1.3656 0.4381 -0.2 0.3 -0.3
H -1.7724 -1.0385 1.6083 0.3 0.2 0.1
O -7.8125 -0.3265 6.4678 0.1 0.4 0.1
S -7.2027 -1.5095 5.9827 1.3 -1.6 -0.6
O -7.2518 -2.7431 6.7519 -0.2 1.2 -1.1
O -7.8617 -1.7079 4.4986 0.7 2.0 1.9
C -7.9220 -2.9530 3.8875 0.7 -1.0 -0.6
C -8.0879 -2.6934 2.3985 -0.6 -1.1 -0.4
C -5.4230 -1.2428 5.4970 -1.2 -0.1 -0.3
H -8.6855 -3.5043 4.4364 -0.3 -0.4 -0.7
H -6.9857 -3.5003 3.9961 0.2 -0.1 0.3
H -7.9329 -3.6145 1.8367 -0.2 -0.4 0.2
H -7.3221 -2.0617 1.9483 -0.2 0.5 0.6
H -9.1022 -2.3852 2.1448 0.2 0.4 0.0
H -5.0421 -2.1574 5.0424 -0.2 -0.2 0.2
H -4.7961 -0.9711 6.3463 -0.4 0.1 0.0
H -5.4354 -0.4881 4.7106 0.0 0.2 0.3
O 6.6854 -0.6763 1.7172 -0.2 2.8 -1.5
S 6.4007 0.6079 1.0508 0.3 0.3 0.0
O 6.7449 1.9196 1.6536 -0.4 -3.0 -1.3
O 7.0554 0.5109 -0.5067 -1.2 -1.0 2.7
C 7.0117 1.6978 -1.2335 2.7 1.5 -2.1
C 7.6807 1.3677 -2.6153 -0.3 -0.8 0.8
C 4.6539 0.6240 0.5954 -0.8 -0.8 0.3
H 7.6642 2.4123 -0.7316 -0.2 0.3 0.1
H 6.0766 2.2162 -1.4453 -0.6 -0.7 0.5
H 7.7762 2.2178 -3.2908 -0.5 0.0 0.1
H 7.1403 0.5136 -3.0233 -0.5 0.4 -0.6
H 8.6728 0.9206 -2.5518 0.3 0.4 0.7
H 4.0955 1.4777 0.9794 0.5 0.1 0.1
H 4.2309 -0.2912 1.0097 0.1 0.1 0.5
H 4.4042 0.4616 -0.4532 0.8 0.5 -0.2
O -0.0693 7.5886 5.7662 -0.2 0.9 -0.8
S -0.6184 8.5167 4.8049 0.2 0.5 -1.1
O 0.2349 9.1523 3.7660 -1.8 -1.4 2.2
O -1.8603 7.7404 4.0595 1.4 0.8 0.0
C -1.5969 7.2265 2.7245 -1.4 -0.6 -0.4
C -2.8608 6.4233 2.3387 0.7 0.0 -0.5
C -1.5926 9.8220 5.6786 0.5 -0.7 -0.8
H -0.7000 6.6125 2.6439 0.0 -0.1 0.6
H -1.4654 8.0095 1.9776 0.0 0.4 0.4
H -3.1977 5.6722 3.0532 0.4 0.2 0.2
H -2.5830 5.8978 1.4251 -0.1 -0.2 -0.1
H -3.7205 7.0402 2.0768 0.2 0.3 0.2
H -1.9238 9.4698 6.6555 0.2 -0.1 -0.2
H -2.4449 10.0495 5.0384 0.1 0.0 0.1
H -0.9213 10.6782 5.7460 -0.1 -0.1 0.1
O 3.4004 5.1830 -1.8183 1.8 1.1 0.2
S 4.3897 6.1750 -1.4136 -1.8 -0.3 -0.6
O 5.0582 6.0301 -0.1484 0.0 0.3 -0.9
O 5.4691 6.3214 -2.6414 -1.9 -0.8 0.8
C 6.5614 7.1957 -2.4471 1.7 -0.1 -1.3
C 7.5218 7.0010 -3.6600 0.0 0.7 0.4
C 3.5265 7.7881 -1.5033 0.6 -0.9 0.0
H 7.0774 6.8757 -1.5419 0.0 0.5 0.2
H 6.2328 8.2349 -2.4607 -0.1 0.0 0.4
H 7.0814 7.2155 -4.6337 -0.7 -0.7 0.1
H 8.0389 6.0427 -3.6122 -0.3 0.0 -0.2
H 8.2839 7.7797 -3.6916 0.3 0.0 0.8
H 2.7395 7.7940 -0.7492 0.4 -0.1 0.2
H 3.0324 7.8606 -2.4722 0.4 0.0 -0.1
H 4.2933 8.5456 -1.3410 -0.4 0.2 0.0
O -7.0995 -2.3556 -4.0207 -1.0 2.8 0.2
S -7.6146 -0.9977 -4.2744 -0.3 0.0 -0.4
O -8.3615 -0.7437 -5.4930 0.6 -0.5 1.0
O -8.5508 -0.4593 -3.0078 1.0 -1.2 -0.6
C -9.6961 0.3772 -3.2615 -0.7 -0.1 -1.8
C -10.9683 -0.4069 -3.6855 0.2 0.1 1.1
C -6.3309 0.2920 -4.1484 -0.6 -1.0 0.2
H -9.5198 1.0348 -4.1127 0.5 0.0 -0.2
H -9.7807 1.0806 -2.4331 -0.2 -0.7 0.4
H -11.8019 0.2932 -3.7407 0.0 0.1 -0.1
H -11.2648 -1.1497 -2.9450 0.2 0.0 0.1
H -10.8736 -0.9257 -4.6395 0.3 0.3 0.0
H -5.9583 0.2110 -3.1273 0.2 0.2 -0.2
H -6.8736 1.2184 -4.3366 0.1 -0.1 0.1
H -5.5511 0.1419 -4.8951 -0.1 -0.2 0.1
O -2.2898 -6.2212 4.7582 0.8 -0.7 -1.5
S -2.2812 -7.3502 3.8621 -1.9 -3.6 -0.8
O -2.9691 -7.3742 2.5324 2.2 0.7 2.6
O -0.7611 -8.0742 3.7648 -2.0 3.8 1.9
C -0.3225 -8.8684 2.7260 0.8 -1.1 -0.8
C 1.0818 -9.3269 3.2144 -0.9 -0.2 0.3
C -3.0472 -8.7660 4.8319 0.7 1.5 -0.5
H -0.3823 -8.3809 1.7530 0.2 0.2 0.1
H -1.0117 -9.7129 2.7288 0.2 -0.5 -0.6
H 1.7676 -8.5487 3.5493 -0.3 0.4 -0.5
H 1.6017 -10.0018 2.5345 -0.2 0.0 0.0
H 0.8143 -9.8253 4.1461 0.4 -0.5 0.0
H -4.1165 -8.5654 4.8974 0.1 -0.1 -0.1
H -2.5732 -8.6715 5.8089 -0.1 -0.2 0.0
H -2.8118 -9.7177 4.3554 -0.1 0.2 -0.1
O 4.5871 -4.1040 -2.2690 -0.1 -2.4 0.0
S 4.4105 -5.4739 -2.7248 0.0 -1.1 -1.7
O 4.9154 -5.8481 -4.0668 -0.9 0.5 2.8
O 5.0092 -6.5867 -1.6049 -1.1 2.3 -1.8
C 5.0045 -7.9684 -2.0028 0.8 -0.1 -0.3
C 5.7970 -8.5435 -0.8838 0.6 -0.6 1.1
C 2.6068 -5.9280 -2.6312 0.4 1.0 0.5
H 5.5614 -8.1653 -2.9189 0.0 0.6 -0.2
H 4.0155 -8.3890 -2.1848 -0.3 0.2 0.5
H 5.8510 -9.6320 -0.8986 0.0 0.0 0.0
H 5.4541 -8.1896 0.0885 -0.5 -0.3 0.0
H 6.8051 -8.1297 -0.9081 0.1 -0.2 -0.4
H 2.2496 -5.5291 -1.6819 0.2 0.1 0.1
H 2.3394 -6.9844 -2.6567 0.7 0.0 -0.3
H 2.0858 -5.3663 -3.4066 0.3 -0.1 -0.2
O 2.6573 0.3475 -8.1422 2.2 2.1 1.9
S 3.4394 1.1497 -7.1703 -1.2 -0.7 0.9
O 4.8447 0.8510 -6.8262 -2.4 1.0 -1.3
O 3.1420 2.7474 -7.5349 -0.4 -2.5 -0.4
C 3.9519 3.7433 -6.9376 -0.3 1.0 0.4
C 3.0762 5.0617 -6.7221 1.8 -0.5 -1.2
C 2.5146 1.1537 -5.5879 0.4 -1.3 -0.6
H 4.7314 3.8236 -7.6953 0.3 1.1 0.4
H 4.4230 3.3775 -6.0252 -0.2 0.0 0.2
H 2.9768 5.4615 -7.7313 -0.7 0.0 -0.1
H 3.6809 5.8376 -6.2526 0.2 -0.3 0.4
H 2.1142 5.0235 -6.2110 0.2 -0.6 -0.1
H 2.3582 0.0982 -5.3651 -0.1 -0.1 -0.2
H 1.5361 1.6078 -5.7438 0.3 0.2 0.1
H 3.1247 1.4887 -4.7490 -0.1 0.7 -0.4
C 1.0823 0.2567 4.9960 2.2 -1.2 0.2
C 2.4375 0.4000 5.3315 -0.3 -0.2 -0.4
C 3.0225 1.6501 5.4854 -0.5 -0.3 0.3
C 2.2258 2.7801 5.3516 -2.1 -0.1 -0.3
C 0.8204 2.6338 5.0788 2.1 -0.4 -0.5
C 0.3143 1.3481 4.8361 -1.2 1.7 0.2
H 0.6889 -0.7277 4.7893 -0.1 -0.1 0.1
H 3.0584 -0.4821 5.3855 0.1 -0.1 0.2
H 4.0598 1.6822 5.7842 0.1 0.3 -0.2
H 2.6036 3.7895 5.4193 0.2 0.0 0.2
H 0.2499 3.5303 4.8861 -0.2 0.0 0.2
H -0.7046 1.1490 4.5383 -0.3 0.5 0.0

***

[2]
36
Properties=species:S:1:pos:R:3:forces:R:3 method="wB97M-V/def2-TZVPD" smiles="CNCc1cccc2c1C(=O)C=CC2=O.CC(C)=O" homo_lumo_gap_ha=0.278 lumo_energy_ev=-0.76 e_above_lowest_ev=0.987 total_energy_ha=-862.2256
C 1.3463 2.7280 0.6115 0.4 -0.1 0.3
N 1.4008 1.3260 1.0314 -0.3 0.0 0.2
C 0.7210 0.4034 0.1320 0.2 -0.1 -0.2
C 0.2621 -0.8448 0.8452 0.0 0.3 0.1
C -1.0869 -0.9371 1.1893 -0.1 -0.1 0.3
C -1.5957 -2.0167 1.9009 0.3 -0.1 0.0
C -0.7465 -3.0508 2.2696 0.1 0.1 0.0
C 0.5868 -3.0053 1.8860 -0.1 0.1 0.0
C 1.1045 -1.9066 1.1833 -0.1 -0.3 0.0
C 2.5425 -1.9887 0.7741 0.1 -0.1 0.0
O 3.2767 -1.0406 0.6407 -0.1 0.1 -0.2
C 3.0764 -3.3737 0.5625 -0.2 0.0 0.2
C 2.5947 -4.3955 1.2675 0.1 0.1 -0.2
C 1.4568 -4.1811 2.1974 0.1 0.0 0.0
O 1.2397 -4.9257 3.1281 -0.1 0.0 -0.2
H 2.3122 3.0263 0.1950 -0.1 0.0 -0.2
H 1.1831 3.3617 1.4852 -0.1 0.0 0.0
H 0.5635 2.9163 -0.1237 0.0 0.1 0.0
H 1.0216 1.2131 1.9605 0.0 0.1 0.0
H 1.3820 0.1159 -0.6943 0.1 0.2 0.1
H -0.1567 0.8794 -0.3215 -0.1 -0.1 -0.1
H -1.7567 -0.1313 0.9115 0.1 0.0 0.0
H -2.6433 -2.0617 2.1679 0.0 0.1 0.0
H -1.0961 -3.9090 2.8288 0.0 0.0 0.0
H 3.9169 -3.4699 -0.1132 0.1 0.1 0.1
H 3.0203 -5.3900 1.2058 0.0 0.0 0.1
C -2.4068 1.8996 -3.4746 0.1 -0.1 0.0
C -1.8390 3.0018 -2.6139 0.0 0.0 0.0
O -0.7799 2.8782 -2.0441 -0.1 0.0 0.0
C -2.6573 4.2645 -2.4995 0.1 0.0 0.1
H -1.7290 1.0495 -3.4764 0.0 0.0 0.0
H -3.3803 1.5895 -3.0910 0.0 0.0 0.0
H -2.5448 2.2569 -4.4963 -0.1 0.0 0.0
H -3.6393 4.0368 -2.0815 0.0 0.0 -0.1
H -2.8044 4.7049 -3.4869 -0.1 0.0 0.0
H -2.1453 4.9767 -1.8573 0.0 0.0 0.0